4 unconnected molecules or ions with the total composition C10H25BN4O9P at a distorted geometry. Source: OMol25; level of theory: wB97M-V/def2-TZVPD.

Structure (XYZ):
```
50
Properties=species:S:1:pos:R:3:forces:R:3
C -1.08435 -3.53355 -1.66483 -0.1 0.0 -0.7
C -0.30113 -3.01890 -2.87443 -0.1 0.9 0.6
B 0.98231 -2.13311 -2.52542 0.5 -0.2 0.6
O 1.73055 -1.65955 -3.65575 -0.3 -0.1 0.0
C 1.40105 -1.77224 -1.10084 0.3 1.2 -1.7
C 0.21528 -0.94352 -0.47591 1.1 -1.5 0.6
C 0.58468 0.33677 0.25416 -1.5 0.5 -0.2
C 0.73762 1.61998 -0.58163 0.0 -0.5 0.5
C 0.05975 1.63645 -1.91114 -1.2 -0.7 3.0
O 0.62903 1.90160 -2.87656 2.4 1.1 -4.4
O -1.28422 1.35583 -1.98766 -0.6 -0.4 0.9
P 2.95396 -0.92766 -1.23963 -0.5 -0.9 1.4
N 3.74760 -0.64430 0.14067 -0.3 0.5 -0.3
H -1.80170 -2.78768 -1.35418 -0.1 0.3 0.3
H -0.43080 -3.76266 -0.83870 0.2 -0.2 0.3
H -1.67000 -4.39743 -1.95116 -0.1 -0.5 0.1
H 0.04167 -3.83126 -3.50401 0.1 -0.2 -0.3
H -0.98539 -2.40980 -3.47122 -0.1 -0.1 -0.4
H 1.10297 -1.20199 -4.22576 0.2 -0.3 -0.3
H -0.23626 -1.59725 0.26826 -0.3 0.0 0.3
H -0.57631 -0.78576 -1.19958 -0.3 0.2 -0.1
H -0.20927 0.52461 0.97003 -0.3 0.1 0.2
H 1.45608 0.18338 0.84718 0.7 -0.1 0.1
H 0.41689 2.49608 -0.03184 -0.3 0.2 0.3
H 1.78039 1.78386 -0.78177 0.5 0.1 -0.3
H -1.36393 0.58218 -2.55829 -0.2 0.1 -0.2
H 2.80805 0.25614 -2.01222 0.4 0.0 -0.1
H 3.74141 -1.77092 -2.05537 -0.3 0.2 -0.2
H 3.92121 0.35858 0.17985 0.3 -0.1 0.2
C 2.43255 -1.55380 3.39513 0.1 0.0 -0.2
N 1.52224 -0.46555 3.86054 0.4 -0.5 -0.1
O 1.37430 0.46975 3.11458 -0.2 0.4 0.5
O 0.98888 -0.59556 4.95552 0.1 0.1 -0.2
H 2.81907 -1.28740 2.41006 0.0 0.0 -0.1
H 3.23413 -1.63794 4.12306 -0.1 0.0 0.1
H 1.84808 -2.46789 3.35133 0.0 0.0 0.1
C -2.46894 3.79883 -3.53195 -0.2 0.1 0.0
N -3.18182 4.01867 -4.82274 -0.1 0.1 0.1
O -4.37314 4.26794 -4.77839 0.2 0.0 -0.1
O -2.52278 3.93258 -5.83803 -0.1 0.0 0.0
H -3.18115 3.90717 -2.72295 -0.1 0.0 -0.1
H -2.05120 2.80084 -3.54837 0.1 0.0 0.0
H -1.68343 4.54543 -3.46399 0.1 -0.1 -0.1
C -1.35504 0.76978 6.15514 0.0 0.1 0.2
N -2.53192 0.45125 7.01409 0.1 0.1 0.0
O -2.35922 0.39602 8.21744 -0.1 0.0 -0.1
O -3.59190 0.26566 6.45030 0.1 0.0 0.1
H -0.48946 0.90594 6.78955 0.0 -0.1 0.0
H -1.20789 -0.05954 5.47664 -0.1 0.0 -0.1
H -1.58849 1.67995 5.61078 -0.1 -0.1 -0.1
```
Positions in Å, forces in eV/Å.

2S+1: 1
HOMO level in eV: -3.607
LUMO in eV: 2.147
Kohn-Sham gap in eV: 5.75
Total charge: -1

natural (NBO) atomic charge list, values in e, 5 entries: number 1, C, carries -0.60; number 2, C, carries -0.76; number 3, B, carries 0.92; number 4, O, carries -0.95; number 5, C, carries -1.08

A molecular structure, C10H25BN7O2Tl. Source: OMol25; level of theory: wB97M-V/def2-TZVPD.

Structure (XYZ):
```
46
Properties=species:S:1:pos:R:3:forces:R:3
Tl 1.12444 0.18881 0.89805 0.0 0.1 0.1
N -0.89894 -0.70714 0.11389 0.0 -0.2 0.0
C -1.41629 -1.65790 1.15299 0.0 0.0 0.0
C -1.96950 -0.94123 2.37516 0.0 0.0 0.0
C -0.96657 -0.22676 3.26726 0.0 0.0 0.0
N -0.36136 0.94542 2.56294 0.0 0.0 0.0
H -1.62433 -0.03060 -0.11623 0.1 0.1 0.0
H -0.73175 -1.22652 -0.74586 0.0 0.0 0.0
H -0.59535 -2.32402 1.42825 0.0 0.0 0.0
H -2.20161 -2.27356 0.71533 0.0 0.0 0.0
H -2.47810 -1.69034 2.98332 0.0 0.0 0.0
H -2.75088 -0.23632 2.06736 0.0 0.0 0.0
H -0.16032 -0.89902 3.56666 0.0 0.0 0.0
H -1.47088 0.10890 4.17292 0.0 0.0 0.0
H 0.08852 1.56933 3.22919 0.0 -0.1 0.0
H -1.11339 1.49033 2.14526 0.1 0.1 0.0
N -0.88519 4.27374 -2.22881 -0.1 0.0 0.0
N -0.00456 3.67194 -1.37646 0.0 0.0 0.0
N 1.20533 4.14963 -1.19149 0.0 0.0 0.0
C 1.75202 3.22026 -0.42806 -0.1 0.0 0.0
N 0.87484 2.24153 -0.16765 0.0 0.0 -0.1
N -0.25581 2.54403 -0.79999 -0.1 0.0 0.1
H -0.65263 5.25822 -2.30402 0.0 0.0 0.0
H -1.83781 4.11983 -1.92057 0.0 0.0 0.0
H 2.76606 3.26129 -0.06749 0.0 0.0 0.0
C 6.46222 -1.13438 1.25853 0.0 0.0 0.0
C 5.10114 -1.47029 1.81852 0.0 -0.1 0.0
C 5.12007 -1.51655 3.33423 0.0 0.0 0.0
O 4.16443 -0.34632 1.46222 0.0 0.1 0.0
B 3.02254 -0.96720 1.19520 0.0 0.0 0.0
O 2.96055 -2.29353 1.11499 0.0 0.0 0.0
C 4.40662 -2.71380 1.15671 0.0 0.0 0.0
C 4.80707 -2.93723 -0.28849 0.0 0.0 0.0
C 4.49475 -3.98980 1.95892 0.0 0.0 0.0
H 6.86023 -0.25765 1.76686 0.0 0.0 0.0
H 6.42856 -0.93274 0.19072 0.0 0.0 0.0
H 7.14604 -1.96586 1.43504 0.0 0.0 0.0
H 5.45229 -0.55270 3.71684 0.0 0.0 0.0
H 5.81400 -2.27957 3.68388 0.0 0.0 0.0
H 4.13290 -1.73405 3.74503 0.0 0.0 0.0
H 4.71668 -2.02525 -0.88030 0.0 0.0 0.0
H 4.16544 -3.70124 -0.72484 0.0 0.0 0.0
H 5.83752 -3.28470 -0.34798 0.0 0.0 0.0
H 4.07169 -3.87980 2.95435 0.0 0.0 0.0
H 5.53896 -4.29039 2.05545 0.0 0.0 0.0
H 3.96315 -4.78543 1.43931 0.0 0.0 0.0
```
Positions in Å, forces in eV/Å.

2S+1: 1
HOMO level in eV: -16.237
LUMO in eV: -6.057
Kohn-Sham gap in eV: 10.18
Total charge: +2

Mulliken atomic charge list, values in e, 5 entries: number 1, Tl, carries 1.22; number 2, N, carries -0.54; number 3, C, carries -0.77; number 4, C, carries -0.41; number 5, C, carries -0.77

A molecular structure, C10H26BCoLiO4 at a distorted geometry. Source: OMol25; level of theory: wB97M-V/def2-TZVPD.

Structure (XYZ):
```
43
Properties=species:S:1:pos:R:3:forces:R:3
Co -0.06520 0.03646 -0.09168 0.1 0.2 0.8
Li 0.88684 0.82658 2.61060 -0.7 -0.5 -1.7
C 2.26272 -1.74593 1.60805 -0.3 0.2 -0.5
O 1.29509 -0.77412 1.33189 -0.4 1.1 0.7
H 2.00531 -2.75172 1.27605 -0.4 -0.2 -0.3
H 3.21875 -1.52948 1.13135 0.3 0.2 -0.1
H 2.45881 -1.87605 2.67234 0.0 0.2 0.4
C -1.35526 2.78520 1.30145 0.6 -1.4 -0.7
O -0.63386 1.57595 1.21794 1.2 -0.9 0.8
H -1.69969 2.93891 2.32411 -0.2 0.3 0.1
H -0.71907 3.61097 0.98289 -0.1 0.5 0.1
H -2.20086 2.71691 0.61707 -0.4 0.4 0.0
B -0.86469 -0.49010 -2.00259 -0.3 -0.1 -0.6
H -0.18222 0.34283 -2.07121 2.9 3.4 -0.4
H -0.34165 -1.36929 -1.65950 2.2 -3.7 1.6
H -1.64212 -0.22606 -1.30251 -3.2 1.1 2.6
H -1.28991 -0.68116 -2.97570 -1.4 -0.6 -3.4
C -3.72666 -1.96808 1.68364 0.3 0.4 -0.6
C -2.63521 -2.94925 2.07571 -0.4 -1.3 -0.1
C -1.57675 -2.75943 0.98834 0.7 0.8 0.6
O -1.58732 -1.31299 0.81951 1.4 -1.2 1.4
C -2.94039 -0.97086 0.84332 -0.9 0.9 -1.5
H -4.27754 -1.41430 2.44387 0.1 -0.6 0.3
H -4.40199 -2.48305 1.00037 -0.3 0.1 0.3
H -3.02997 -3.96405 2.02619 0.0 -0.1 0.1
H -2.26591 -2.83827 3.09521 0.3 0.4 -0.2
H -1.72459 -3.22835 0.01552 -0.8 0.0 -0.1
H -0.59761 -3.13802 1.28168 0.2 0.6 0.3
H -3.21691 -1.07807 -0.20556 -0.7 0.4 -0.1
H -3.06597 0.07197 1.13455 0.3 0.0 0.1
C 2.62645 2.74478 -2.48400 0.1 0.6 -0.8
C 3.13176 1.31335 -2.63699 0.0 -0.4 0.2
C 2.82654 0.67450 -1.28656 0.8 0.5 -0.2
O 1.74036 1.39391 -0.72757 -0.6 1.3 -0.2
C 1.86807 2.79474 -1.18139 -0.5 -0.5 0.3
H 1.99784 3.02245 -3.33007 -0.2 -0.1 0.1
H 3.38347 3.52836 -2.45222 0.4 -0.3 -0.1
H 4.19481 1.24550 -2.86810 -0.1 0.0 -0.1
H 2.56950 0.71436 -3.35335 0.0 0.5 -0.4
H 3.68961 0.83651 -0.64084 0.1 -0.5 0.3
H 2.59007 -0.37874 -1.43777 -0.2 0.1 0.6
H 2.36935 3.42895 -0.45023 0.4 -0.5 0.4
H 0.92600 3.32419 -1.32381 -0.5 -0.9 0.2
```
Positions in Å, forces in eV/Å.

2S+1: 4
HOMO level (alpha / beta) in eV: -8.440 / -8.258
Expectation value of S²: 3.76
LUMO (alpha / beta) in eV: -0.434 / -0.436
Kohn-Sham gap (alpha / beta) in eV: 8.01 / 7.82
Total charge: 0

natural (NBO) atomic charge list, values in e, 5 entries: number 1, Co, carries 1.61; number 2, Li, carries 0.95; number 3, C, carries -0.22; number 4, O, carries -1.09; number 5, H, carries 0.14

3 unconnected molecules or ions with the total composition C10H26N2P at a distorted geometry. Source: OMol25; level of theory: wB97M-V/def2-TZVPD.

Structure (XYZ):
```
39
Properties=species:S:1:pos:R:3:forces:R:3
C -2.90237 1.20170 1.17199 -0.7 -0.2 -1.9
C -1.98628 0.71360 -1.97319 2.5 -0.3 -3.2
C -0.06879 -2.66949 -1.17624 -0.8 -0.7 0.5
C 1.50702 -0.74682 2.41853 0.3 -1.1 1.3
C 4.27972 2.01787 -0.46891 -1.6 -4.3 -2.0
C -1.71190 0.35920 0.96744 -0.2 2.0 0.4
C -1.25951 1.57383 -0.94934 2.1 1.0 -2.7
C 1.20862 -1.76807 -1.17988 -2.8 2.8 -1.8
C 1.26931 -1.72206 1.21891 4.0 0.1 0.9
C 2.58231 -0.13533 -0.18558 -2.4 1.7 0.6
N -0.81194 0.63657 0.09611 -2.3 0.8 -0.3
N 1.39117 -0.90289 -0.00985 -1.2 -1.6 -0.4
P 2.45742 1.51255 -0.20793 1.2 0.5 0.1
H -2.94150 1.51836 2.17935 0.8 1.6 1.1
H -3.23873 1.85445 0.34107 0.5 0.0 1.3
H -3.75526 0.61386 1.36368 -1.2 -1.7 -0.5
H -2.22303 1.24533 -2.97063 1.0 -0.7 1.5
H -1.41926 -0.30588 -2.19651 -1.2 2.3 0.4
H -2.92616 0.52583 -1.64104 -2.9 -1.2 1.3
H -0.28207 -3.26550 -0.19969 1.2 0.6 -1.9
H -1.08629 -2.24500 -1.28543 0.8 0.7 -0.2
H 0.01893 -3.32382 -2.07657 0.0 0.1 1.0
H 1.52470 0.28811 2.05139 0.2 -0.4 0.2
H 0.63709 -0.78663 3.17426 1.5 -0.2 -0.9
H 2.51622 -1.00632 2.92085 -1.8 0.7 -0.5
H 4.31984 3.01519 -0.63612 0.2 3.0 -1.1
H 4.69391 1.33872 -1.33139 -0.5 1.6 1.7
H 4.77207 1.85211 0.43389 1.0 -0.6 1.5
H -5.97111 1.28368 0.84796 0.0 0.0 0.0
H -1.68597 -0.31157 1.78285 1.2 -1.5 0.3
H -0.35294 2.04182 -1.47880 -1.0 -0.9 1.2
H -1.86830 2.43985 -0.64679 0.5 -0.7 0.3
H 1.28217 -0.98868 -2.07239 -0.8 -1.7 1.3
H 1.99835 -2.38105 -1.41121 2.3 -1.7 0.1
H 0.35751 -2.20586 1.40116 -1.6 -0.3 -0.6
H 2.04931 -2.64609 1.12816 -1.4 2.1 0.5
H 3.43129 -0.61296 -0.47100 2.6 -1.8 -0.5
H 0.05599 0.07519 -0.14920 0.5 -0.5 1.0
H -5.86153 1.91621 1.22007 0.0 0.0 0.0
```
Positions in Å, forces in eV/Å.

2S+1: 1
HOMO level in eV: -12.351
LUMO in eV: -3.522
Kohn-Sham gap in eV: 8.83
Total charge: +1

natural (NBO) atomic charge list, values in e, 5 entries: number 1, C, carries -0.73; number 2, C, carries -0.62; number 3, C, carries -0.65; number 4, C, carries -0.65; number 5, C, carries -0.89

> What is the 2S+1 in the fourth record?

1